{
  "formula": "C15H27GeN4SSeTl",
  "method": "the ωB97M-V functional and the def2-TZVPD basis",
  "elements": ["Tl", "C", "C", "N", "C", "S", "N", "N", "C", "C", "C", "C", "C", "C", "C", "N", "H", "H", "H", "H", "H", "H", "H", "H", "H", "H", "H", "H", "H", "C", "Ge", "C", "C", "C", "Se", "C", "H", "H", "H", "H", "H", "H", "H", "H", "H", "H", "H", "H", "H", "H"],
  "coordinates": [[2.1472, 0.2339, -1.2649], [-2.3125, -0.7448, -6.5583], [-1.7606, -0.1256, -5.2854], [-1.1357, -1.1519, -4.4727], [-0.3655, -0.9468, -3.3814], [-0.2001, 0.6647, -2.8022], [0.1526, -2.0883, -2.9095], [0.8863, -1.9617, -1.7939], [1.3332, -3.0469, -1.2532], [1.1162, -4.4035, -1.8536], [2.0195, -2.9259, 0.0545], [2.4290, -4.0562, 0.7669], [3.0131, -3.9048, 2.0114], [3.1912, -2.6319, 2.5306], [2.7715, -1.5642, 1.7566], [2.2012, -1.7029, 0.5657], [-2.7180, 0.0285, -7.2099], [-3.1135, -1.4539, -6.3376], [-1.5279, -1.2714, -7.1061], [-2.5621, 0.3578, -4.7222], [-1.0309, 0.6512, -5.5154], [-1.1871, -2.1114, -4.7773], [0.9357, -4.2955, -2.9177], [0.2415, -4.8973, -1.4185], [1.9813, -5.0485, -1.6976], [2.2772, -5.0422, 0.3532], [3.3253, -4.7755, 2.5744], [3.6365, -2.4690, 3.5021], [2.8938, -0.5425, 2.1051], [-1.7198, 4.4362, 2.4033], [-1.3211, 2.8079, 3.4020], [-2.8164, 1.5653, 3.2567], [-0.9951, 3.2644, 5.2725], [0.2386, 1.8853, 2.6405], [0.0432, 1.6335, 0.7089], [0.8928, 3.2917, 0.1512], [-2.6431, 4.8748, 2.7862], [-1.8625, 4.2052, 1.3468], [-0.9235, 5.1750, 2.5068], [-3.7458, 2.0425, 3.5707], [-2.6501, 0.6864, 3.8819], [-2.9257, 1.2423, 2.2201], [-1.8859, 3.7459, 5.6802], [-0.1563, 3.9555, 5.3668], [-0.7830, 2.3739, 5.8658], [0.3009, 0.8830, 3.0673], [1.1875, 2.3879, 2.8289], [0.3936, 4.1368, 0.6161], [0.7854, 3.3570, -0.9301], [1.9478, 3.2758, 0.4145]],
  "atomic_forces_ev_per_a": [[0.12, 0.11, -0.15], [0.02, -0.03, 0.02], [-0.04, -0.08, 0.05], [0.04, 0.12, -0.07], [0.04, -0.28, -0.01], [0.04, -0.03, 0.07], [-0.05, 0.24, -0.04], [0.06, -0.06, 0.16], [-0.04, 0.04, 0.05], [0.00, -0.03, 0.04], [-0.04, -0.05, -0.08], [0.00, -0.08, 0.01], [-0.01, -0.04, -0.02], [-0.02, 0.01, -0.01], [-0.01, 0.04, -0.04], [-0.04, 0.04, 0.07], [-0.01, -0.01, 0.01], [0.03, 0.01, -0.01], [-0.02, 0.03, 0.00], [-0.01, 0.03, 0.02], [0.05, 0.00, -0.02], [0.00, -0.01, 0.00], [-0.01, 0.00, -0.04], [0.03, 0.01, 0.00], [-0.02, 0.01, -0.03], [0.01, 0.01, 0.05], [-0.01, 0.00, -0.02], [0.00, 0.00, -0.02], [0.00, -0.01, -0.01], [-0.01, 0.02, -0.01], [-0.03, 0.00, -0.02], [-0.03, -0.01, -0.02], [-0.01, 0.00, 0.05], [0.13, -0.02, -0.06], [-0.12, -0.03, -0.01], [-0.08, -0.04, 0.02], [0.03, 0.00, -0.02], [-0.01, 0.03, 0.02], [-0.02, -0.01, -0.02], [0.01, -0.03, -0.01], [-0.02, 0.01, -0.02], [-0.02, -0.01, 0.03], [0.05, -0.01, 0.04], [-0.02, -0.02, 0.01], [0.00, 0.03, 0.00], [0.03, 0.01, 0.02], [0.00, 0.00, 0.02], [0.01, 0.03, -0.01], [0.00, -0.01, 0.00], [0.02, 0.01, 0.01]],
  "lowdin_charge": [0.58, -0.10, -0.30, -0.04, -0.82, 0.46, -0.03, -0.08, -0.29, -0.04, -0.23, -0.01, -0.06, -0.06, -0.15, -0.01, 0.07, 0.07, 0.07, 0.11, 0.09, 0.13, 0.06, 0.09, 0.07, 0.10, 0.11, 0.10, 0.11, -0.23, 0.72, -0.22, -0.23, -0.60, 0.73, -0.41, 0.02, 0.01, 0.02, 0.02, 0.02, 0.01, 0.02, 0.02, 0.02, 0.01, 0.02, 0.01, 0.02, 0.02],
  "max_force_ev_per_a": 0.3,
  "total_energy_ha": -5855.80675
}

{
  "formula": "C15H27N2O10",
  "method": "the ωB97M-V functional and the def2-TZVPD basis",
  "elements": ["O", "O", "O", "O", "O", "O", "O", "O", "O", "O", "C", "C", "C", "N", "N", "C", "C", "C", "C", "C", "C", "C", "C", "C", "C", "C", "C", "H", "H", "H", "H", "H", "H", "H", "H", "H", "H", "H", "H", "H", "H", "H", "H", "H", "H", "H", "H", "H", "H", "H", "H", "H", "H", "H"],
  "coordinates": [[1.0559, -1.6882, -3.3056], [3.6097, -1.9043, 1.0539], [-0.8185, -4.5386, -0.1828], [2.1311, -0.2382, 1.1305], [-0.9357, 4.6311, 1.2010], [-3.3144, 1.3562, -1.6627], [-2.4107, 1.5572, 2.6461], [-2.4039, 3.1206, 0.1041], [0.0682, 0.6021, 2.3164], [0.3846, 0.7708, -0.5918], [1.5991, -2.1113, -2.2946], [2.4467, -1.4510, 1.1002], [0.3592, -4.5630, 0.1658], [0.8213, -5.6426, 0.8072], [0.8685, -2.6354, -1.3121], [-1.3586, 5.7528, 0.4196], [3.1098, -2.0810, -2.2065], [2.1823, -5.8611, 1.2996], [-2.3117, 3.1261, -2.9141], [-1.9536, 3.6298, 1.3714], [-2.0509, 1.9468, -1.9765], [-1.4038, 2.4982, 2.2504], [-1.3928, 2.4324, -0.6699], [-0.3075, 1.7301, 1.5111], [-0.7646, 1.2605, 0.1188], [1.2996, -2.4489, 1.1270], [1.2919, -3.3663, -0.1038], [-3.6487, 1.8142, -0.8675], [-1.9318, 0.7305, 2.8618], [0.9236, 0.2257, 1.9487], [1.0379, 0.3393, 0.0256], [0.1361, -6.3662, 0.9573], [-0.1284, -2.5925, -1.4639], [-1.4433, 5.4777, -0.6361], [-2.3280, 6.1251, 0.7654], [-0.6265, 6.5606, 0.5070], [3.5129, -1.7901, -3.1732], [3.4045, -1.3434, -1.4634], [3.4949, -3.0575, -1.9294], [2.4805, -5.0513, 1.9693], [2.2315, -6.8033, 1.8463], [2.8810, -5.8999, 0.4620], [-2.9733, 3.8571, -2.4399], [-1.3701, 3.6200, -3.1719], [-2.7820, 2.7721, -3.8361], [-2.8058, 4.0806, 1.8893], [-1.4018, 1.2191, -2.4795], [-0.9749, 2.9410, 3.1545], [-0.5873, 3.1299, -0.9226], [0.5556, 2.3941, 1.3859], [-1.5015, 0.4585, 0.2340], [0.3438, -1.9252, 1.1867], [1.4003, -3.0494, 2.0317], [2.2995, -3.7517, -0.2450]],
  "atomic_forces_ev_per_a": [[-0.28, 0.24, -0.11], [-0.90, 0.07, -0.02], [0.32, 0.26, -0.04], [0.27, 0.97, 0.00], [-0.51, -0.42, 0.12], [0.07, -0.27, 0.25], [-0.08, 0.45, -0.22], [0.27, 0.27, 0.57], [-0.61, 0.76, -0.03], [-0.71, 0.38, -0.03], [0.85, 0.23, -1.55], [1.53, -1.10, -0.05], [-1.23, 0.89, -0.98], [1.06, -0.76, 0.77], [-0.51, -1.22, 1.77], [-0.09, -0.47, 0.04], [-0.30, 0.07, 0.24], [-0.26, 0.37, -0.24], [0.24, -0.04, -0.14], [0.29, -0.35, -0.74], [-0.73, 1.00, 0.43], [0.70, -0.80, 0.13], [0.68, -0.59, 0.05], [0.16, -0.38, 0.06], [0.89, 0.08, 0.30], [-0.50, -0.33, 0.03], [0.09, 0.17, -0.19], [0.26, -0.21, -0.43], [-0.05, 0.58, -0.24], [-0.31, 0.13, 0.06], [-0.53, 0.32, -0.30], [-0.04, 0.16, -0.04], [-0.09, -0.04, 0.02], [-0.07, 0.01, 0.06], [-0.04, -0.02, 0.01], [0.05, -0.33, 0.19], [-0.19, -0.04, -0.02], [0.20, -0.13, 0.18], [0.23, -0.04, 0.19], [0.10, -0.10, -0.05], [-0.11, 0.09, -0.09], [0.12, -0.05, 0.12], [0.05, -0.09, 0.00], [-0.04, 0.01, -0.05], [0.03, 0.05, 0.12], [-0.28, -0.03, -0.46], [-0.18, -0.03, 0.38], [0.07, 0.17, -0.04], [0.02, 0.01, 0.05], [-0.03, 0.01, -0.12], [-0.10, 0.07, 0.02], [-0.04, -0.06, -0.04], [0.06, -0.07, 0.11], [0.17, 0.15, -0.07]],
  "lowdin_charge": [0.02, -0.02, 0.04, -0.05, -0.12, -0.04, -0.02, -0.05, -0.05, -0.03, -0.55, -0.66, -0.46, 0.02, 0.14, -0.08, 0.01, -0.06, -0.05, -0.27, -0.35, -0.24, -0.21, -0.26, -0.24, -0.04, -0.20, 0.09, 0.10, 0.03, 0.05, 0.14, 0.15, 0.08, 0.09, 0.09, 0.08, 0.08, 0.07, 0.08, 0.08, 0.08, 0.08, 0.08, 0.08, 0.16, 0.16, 0.15, 0.16, 0.17, 0.16, 0.12, 0.12, 0.12],
  "de_lowest_kj_mol": 0.00,
  "max_force_ev_per_a": 2.2,
  "total_charge": -1,
  "total_energy_ha": -1449.81384
}

{
  "formula": "C15H27N2O4P2Sr",
  "method": "the ωB97M-V functional and the def2-TZVPD basis",
  "elements": ["Sr", "P", "C", "C", "N", "C", "C", "C", "C", "C", "P", "H", "H", "H", "H", "H", "H", "H", "H", "O", "H", "H", "O", "H", "C", "H", "H", "H", "C", "H", "H", "H", "C", "H", "H", "H", "C", "H", "H", "H", "O", "C", "C", "C", "C", "O", "N", "H", "H", "H", "H"],
  "coordinates": [[0.5903, -1.2257, 0.6243], [-2.4065, -1.1415, -0.4973], [-2.0406, -1.2074, -2.2540], [-0.9216, -0.5258, -2.7490], [-0.0004, 0.1105, -1.9323], [0.7140, 1.1061, -2.4783], [0.7166, 1.4336, -3.8485], [-0.0152, 0.6159, -4.7116], [-0.8042, -0.3882, -4.1640], [1.5715, 2.0171, -1.5901], [2.1318, 1.3714, 0.0713], [-1.3718, -1.0881, -4.7824], [1.3202, 2.2761, -4.1709], [0.0092, 0.8331, -5.7891], [2.4795, 2.2833, -2.1659], [1.0010, 2.9444, -1.3670], [0.2126, -4.6010, -1.6652], [-2.5122, -1.9660, -2.8946], [4.5065, -3.5129, 1.7987], [0.5542, -3.7902, -1.2533], [1.4716, -4.0026, -1.4015], [0.7573, -1.1799, 3.0379], [4.2981, -3.0576, 0.9785], [4.5855, -2.1392, 1.2006], [3.7739, 0.7277, -0.4464], [4.4016, 1.5444, -0.8266], [4.2602, 0.2674, 0.4241], [3.6592, -0.0366, -1.2246], [2.6915, 2.9413, 0.8449], [2.8783, 2.7285, 1.9047], [3.6147, 3.3348, 0.3970], [1.9073, 3.7062, 0.7833], [-3.6946, 0.1626, -0.7349], [-4.6058, -0.3241, -1.1250], [-3.8747, 0.7040, 0.2056], [-3.2894, 0.8720, -1.4782], [-3.4049, -2.6573, -0.1668], [-3.7593, -2.5841, 0.8748], [-4.2673, -2.7745, -0.8399], [-2.7634, -3.5501, -0.2338], [0.5319, -1.0017, 3.9880], [-0.3829, -0.0491, 3.8599], [-1.0639, 0.6906, 4.9561], [-1.9964, 1.5871, 4.1254], [-1.7210, 1.2515, 2.6545], [-2.2141, 1.6622, 1.6072], [-0.7073, 0.2950, 2.6172], [-1.6193, 0.0270, 5.6490], [-0.3766, 1.3002, 5.5798], [-3.0530, 1.3544, 4.3299], [-1.7721, 2.6553, 4.2783]],
  "atomic_forces_ev_per_a": [[-1.73, 0.71, -2.50], [-0.09, -0.10, -1.27], [1.70, -1.15, 0.46], [-1.03, -0.56, 0.06], [0.12, 0.00, 0.90], [0.56, 0.80, -1.16], [0.43, 0.01, 1.94], [-1.04, -1.00, -0.11], [1.07, 0.65, -1.33], [-0.29, -0.13, 0.16], [0.38, 0.58, -1.26], [0.07, 0.46, 0.11], [-0.16, -0.17, -0.13], [-0.05, -0.40, 0.49], [-0.42, 0.11, 0.42], [0.28, -0.47, -0.19], [-0.88, 0.46, 0.23], [-0.05, 0.59, 0.23], [0.04, -0.44, 0.05], [0.04, -0.53, 0.05], [1.04, 0.41, 0.08], [0.05, -0.04, 1.94], [-0.06, 1.52, 0.50], [-0.14, -0.96, -0.54], [0.13, -0.37, 0.24], [-0.13, -0.29, 0.06], [0.14, 0.13, -0.22], [0.04, 0.13, 0.09], [-0.20, -0.03, 0.57], [0.07, 0.25, -0.15], [-0.33, -0.20, -0.01], [0.15, -0.23, 0.04], [-0.03, 0.41, 0.98], [0.37, 0.31, 0.14], [-0.36, -0.13, -0.37], [-0.24, -0.40, 0.43], [0.02, 0.00, 0.36], [-0.07, -0.14, -0.38], [0.31, 0.09, 0.16], [-0.20, 0.28, -0.04], [0.18, -0.02, -0.51], [-0.50, 0.87, -2.60], [-0.20, 0.13, 0.48], [-0.64, 0.45, -0.25], [-0.83, 0.82, -2.10], [0.71, -0.33, 2.71], [1.59, -1.76, 2.14], [0.42, 0.19, -0.44], [-0.12, -0.59, -0.45], [0.33, 0.47, -0.01], [-0.44, -0.39, 0.01]],
  "lowdin_charge": [1.22, 0.74, -0.33, -0.43, 0.01, -0.38, -0.09, -0.09, -0.06, -0.30, 0.77, 0.11, 0.10, 0.11, 0.09, 0.10, 0.07, 0.07, 0.04, -0.08, 0.03, 0.05, -0.07, 0.04, -0.30, 0.05, 0.02, 0.05, -0.28, 0.03, 0.05, 0.05, -0.27, 0.05, 0.01, 0.05, -0.31, 0.03, 0.05, 0.03, 0.12, -0.34, -0.06, -0.06, -0.43, 0.08, 0.09, 0.15, 0.15, 0.14, 0.14],
  "de_lowest_kj_mol": 215.17,
  "max_force_ev_per_a": 3.2,
  "total_charge": 1,
  "total_energy_ha": -1711.44190
}

{
  "formula": "C15H28B2BrF4N3O3Ti",
  "method": "the ωB97M-V functional and the def2-TZVPD basis",
  "elements": ["Ti", "O", "C", "C", "C", "N", "C", "Br", "C", "H", "H", "H", "H", "C", "C", "C", "C", "N", "N", "H", "H", "H", "H", "H", "H", "H", "H", "H", "H", "H", "H", "C", "C", "C", "O", "B", "O", "C", "C", "C", "H", "H", "H", "H", "H", "H", "H", "H", "H", "H", "H", "H", "F", "B", "F", "F", "F"],
  "coordinates": [[0.4969, -0.2281, -0.3614], [-4.0170, 1.0459, -4.4457], [-3.1209, 0.8593, -3.4809], [-3.4559, 0.5181, -2.1664], [-2.4421, 0.3310, -1.2602], [-1.1412, 0.4789, -1.5741], [-0.8520, 0.8373, -2.8307], [0.9886, 1.0856, -3.1843], [-1.7768, 1.0230, -3.8247], [-4.9206, 0.9194, -4.1279], [-4.4862, 0.3938, -1.8624], [-2.6508, 0.0473, -0.2375], [-1.4944, 1.2982, -4.8294], [3.1410, 3.7543, 1.4412], [2.5749, 3.7428, 0.0266], [3.6567, 3.3963, -0.9997], [1.9640, 5.0990, -0.3062], [1.4286, 2.7934, -0.0227], [1.7750, 1.4316, 0.2537], [3.8866, 4.5431, 1.5343], [3.6404, 2.8161, 1.6937], [2.3497, 3.9405, 2.1676], [4.4753, 4.1133, -0.9417], [3.2548, 3.4308, -2.0149], [4.1076, 2.4133, -0.8399], [2.7306, 5.8727, -0.2880], [1.1902, 5.3561, 0.4162], [1.5209, 5.0958, -1.3051], [1.0461, 2.8156, -0.9633], [1.8088, 1.3208, 1.2654], [2.7011, 1.1771, -0.1051], [-3.1305, -2.2293, 2.4509], [-1.6310, -2.4688, 2.4583], [-1.2365, -3.3072, 3.6580], [-1.0063, -1.1439, 2.6213], [-0.5238, -0.7464, 1.4337], [-0.6796, -1.7220, 0.4448], [-1.0621, -2.9983, 1.0864], [-2.0741, -3.6714, 0.1839], [0.1961, -3.8334, 1.2058], [-3.4169, -1.7713, 3.3964], [-3.6853, -3.1597, 2.3364], [-3.4226, -1.5503, 1.6474], [-1.6322, -2.8461, 4.5615], [-0.1574, -3.3869, 3.7564], [-1.6549, -4.3121, 3.5795], [-2.9455, -3.0453, 0.0062], [-2.4121, -4.6067, 0.6327], [-1.6059, -3.9091, -0.7708], [0.9698, -3.3232, 1.7783], [0.5924, -4.0415, 0.2116], [-0.0253, -4.7836, 1.6902], [3.2561, -0.8011, -1.6217], [2.5263, -1.8265, -1.0783], [2.1581, -1.4096, 0.2924], [3.0543, -3.0507, -1.1122], [1.1690, -1.7781, -1.6753]],
  "atomic_forces_ev_per_a": [[0.47, -0.15, -0.14], [0.01, 0.00, 0.03], [-0.05, -0.01, -0.03], [0.08, 0.00, 0.03], [-0.07, 0.02, -0.06], [-0.01, 0.07, -0.10], [-0.07, 0.00, -0.10], [-0.04, -0.04, 0.02], [-0.01, 0.06, 0.10], [0.02, 0.00, -0.01], [-0.01, 0.00, 0.00], [0.00, 0.00, -0.01], [0.01, 0.00, 0.00], [0.02, -0.04, -0.01], [-0.03, -0.02, 0.02], [0.01, -0.04, 0.02], [-0.02, 0.00, 0.01], [-0.03, 0.02, -0.06], [0.06, -0.12, -0.03], [0.00, 0.00, 0.00], [0.00, -0.01, 0.00], [-0.01, 0.01, 0.01], [-0.02, 0.03, 0.00], [0.00, 0.00, 0.00], [-0.02, -0.02, 0.02], [0.01, -0.01, 0.00], [0.00, 0.01, 0.00], [-0.01, -0.01, -0.01], [0.02, -0.02, 0.03], [0.01, 0.06, 0.00], [0.04, 0.08, -0.02], [-0.03, 0.05, -0.05], [0.06, 0.02, 0.10], [-0.03, -0.04, -0.04], [0.02, -0.18, -0.03], [0.00, 0.31, 0.25], [-0.42, -0.39, -0.13], [-0.03, 0.03, 0.05], [0.00, -0.06, 0.06], [0.08, 0.00, 0.02], [0.00, 0.01, -0.01], [0.01, -0.02, 0.02], [0.00, -0.01, -0.01], [0.00, 0.00, 0.00], [0.03, 0.01, 0.01], [-0.01, 0.00, -0.02], [0.00, 0.02, -0.03], [0.01, 0.01, 0.02], [0.00, 0.00, 0.00], [-0.02, 0.01, 0.02], [-0.01, 0.01, 0.01], [0.00, -0.01, -0.01], [0.02, 0.02, -0.01], [0.04, -0.03, 0.04], [0.06, 0.19, 0.05], [-0.08, 0.00, 0.00], [-0.07, 0.15, 0.00]],
  "lowdin_charge": [1.08, 0.13, -0.28, 0.04, -0.07, -0.07, -0.66, 0.96, 0.00, 0.14, 0.13, 0.12, 0.13, -0.04, -0.63, -0.04, -0.04, -0.04, -0.05, 0.09, 0.08, 0.09, 0.10, 0.08, 0.08, 0.09, 0.09, 0.09, 0.06, 0.11, 0.09, 0.00, -0.44, 0.00, 0.12, -0.54, -0.08, -0.41, 0.01, 0.01, 0.10, 0.10, 0.09, 0.10, 0.09, 0.11, 0.08, 0.11, 0.10, 0.10, 0.10, 0.11, 0.16, -1.19, 0.02, 0.25, 0.00],
  "multiplicity": 2,
  "max_force_ev_per_a": 0.6,
  "total_charge": 1,
  "total_energy_ha": -4851.15108
}